Entry from OMol25: a molecular structure, H12O6Pt (ωB97M-V/def2-TZVPD).

Properties
ΔE to the lowest compared entry with this formula, charge and spin (kcal per mole): 0.0
Net charge: +2
HOMO-LUMO gap (spin up / spin down) (eV): 10.54 / 10.11
Max |F| (Eh/bohr): 0.0079
⟨S²⟩: 2.002
2S+1: 3

Structure (XYZ):
```
19
Properties=species:S:1:pos:R:3:mulliken_charge:R:1
Pt -19.260 8.683 17.366 1.7970
O -19.352 10.962 17.254 -0.6396
H -18.879 11.509 17.897 0.3428
H -19.439 11.491 16.450 0.3306
O -19.596 8.782 15.099 -0.6101
H -19.042 9.241 14.454 0.2983
H -20.087 8.116 14.597 0.3156
O -21.492 8.615 17.574 -0.6311
H -22.085 8.500 18.330 0.3135
H -21.982 9.127 16.916 0.3510
O -19.221 8.243 19.611 -0.6267
H -18.798 7.448 19.965 0.3293
H -19.173 8.917 20.303 0.3254
O -17.005 8.905 17.072 -0.5748
H -16.496 9.409 16.423 0.3054
H -16.371 8.341 17.535 0.3203
O -19.071 6.367 17.435 -0.6537
H -18.418 6.079 16.780 0.3633
H -19.846 5.798 17.307 0.3438
```